[1]
Entry from OMol25: C25H23N4O3PSY as an isolated structure (ωB97M-V/def2-TZVPD).

CARTESIAN COORDINATES (ANGSTROEM)
Y1 -0.83405 1.05774 1.36731
C1 -4.64670 3.30169 0.25150
S1 -2.95283 3.84424 0.32371
C2 -3.07182 5.06900 1.60948
O1 -2.23920 2.67025 1.00723
H1 -4.97692 3.01867 1.24945
H2 -4.68067 2.44431 -0.42109
H3 -5.24745 4.11739 -0.15013
H4 -3.67696 5.89361 1.23324
H5 -2.06375 5.41993 1.82006
H6 -3.52108 4.62162 2.49428
O2 0.33873 1.23649 -0.49273
P1 1.35331 0.12987 -0.83937
C3 2.63405 0.74680 -1.90428
C4 3.87947 0.12167 -1.95874
C5 4.83260 0.57457 -2.85617
C6 4.54333 1.64508 -3.69209
C7 3.30431 2.26917 -3.63509
C8 2.34393 1.82171 -2.74259
C9 0.48281 -1.23959 -1.58716
C10 1.17320 -2.40739 -1.91746
C11 0.48452 -3.48609 -2.44175
C12 -0.89129 -3.40576 -2.63697
C13 -1.57880 -2.24587 -2.31756
C14 -0.89198 -1.15792 -1.79566
C15 2.03281 -0.45602 0.70888
C16 3.06276 0.25495 1.33351
C17 3.46224 -0.09500 2.61042
C18 2.83614 -1.14352 3.27371
C19 1.81180 -1.85009 2.66216
C20 1.40331 -1.51142 1.37943
H7 4.11125 -0.70486 -1.29756
H8 5.80158 0.09650 -2.89999
H9 5.29052 1.99746 -4.39052
H10 3.08704 3.10467 -4.28638
H11 1.37655 2.30466 -2.69049
H12 2.24308 -2.47954 -1.75838
H13 1.01605 -4.39324 -2.69523
H14 -1.42652 -4.25472 -3.04090
H15 -2.64765 -2.17602 -2.46751
H16 -1.43888 -0.25103 -1.56878
H17 3.54360 1.07991 0.82181
H18 4.25125 0.45956 3.09894
H19 3.14444 -1.40166 4.27745
H20 1.33385 -2.67380 3.17542
H21 0.62396 -2.08834 0.89217
N1 -1.96942 -2.58278 2.80942
C21 -2.50593 -1.80031 1.85276
O3 -2.06264 -0.58680 1.73070
C22 -3.46835 -2.23288 0.95160
C23 -3.97921 -3.55511 0.99505
N2 -4.35693 -4.64286 1.02035
C24 -3.87233 -1.28080 -0.02070
N3 -4.12323 -0.49514 -0.82813
H22 -1.49420 -2.12016 3.56739
H23 -2.41222 -3.46627 3.01182
N4 0.90514 1.45708 4.40155
C25 0.32339 1.42636 3.40261

Output
* HOMO level: -10.949 eV
* charge: +1
* Kohn-Sham gap: 8.43 eV
* energy above the lowest of the compared OMol25 structures with the same formula, charge and spin: 0.0 kcal/mol
* max |F|: 0.71 eV/Å
* molar mass: 579.431 g mol⁻¹
* E: -59567.00710 eV


[2]
Entry from OMol25: C41H37N4O7Ru as an isolated structure (ωB97M-V/def2-TZVPD).

CARTESIAN COORDINATES (ANGSTROEM)
Ru1 -1.14273 -1.32382 0.42107
C1 2.88782 2.75150 1.95350
C2 2.78714 2.64844 0.43890
C3 3.78248 3.53324 -0.27502
O1 1.46994 2.98409 0.01166
C4 0.75633 1.79274 -0.31033
C5 1.72147 0.67050 0.10186
O2 2.98599 1.31644 -0.00296
C6 1.71873 -0.63140 -0.72253
O3 0.62821 -1.43891 -0.33131
C7 2.98020 -1.40784 -0.31304
C8 4.13824 -1.40807 -1.08336
C9 5.27348 -2.08253 -0.65856
C10 5.27282 -2.76089 0.55182
C11 4.12726 -2.75193 1.33354
C12 2.99206 -2.07805 0.90550
C13 1.64453 -0.44992 -2.23679
C14 2.29070 0.59743 -2.89046
C15 2.23756 0.71723 -4.27186
C16 1.54257 -0.21436 -5.02790
C17 0.90198 -1.26389 -4.38672
C18 0.95294 -1.38015 -3.00508
C19 -0.68370 1.80320 0.26793
O4 -1.27139 0.57640 -0.04436
C20 -1.43089 2.88114 -0.54413
C21 -1.07526 4.23147 -0.49181
C22 -1.72104 5.17271 -1.27700
C23 -2.73220 4.78969 -2.14832
C24 -3.07464 3.45068 -2.23105
C25 -2.42541 2.50887 -1.44179
C26 -0.75662 2.04144 1.78351
C27 -0.36605 1.01301 2.64541
C28 -0.42662 1.14448 4.02048
C29 -0.88649 2.32926 4.57909
C30 -1.29193 3.35461 3.74449
C31 -1.23308 3.21263 2.36245
H1 2.68386 3.77569 2.26690
H2 3.88747 2.47008 2.28498
H3 2.15557 2.10707 2.43681
H4 3.64994 4.57094 0.03015
H5 3.63019 3.45937 -1.35077
H6 4.79921 3.22575 -0.03178
H7 0.61147 1.75356 -1.39302
H8 1.57298 0.35342 1.13634
H9 4.15669 -0.88566 -2.02976
H10 6.16169 -2.07507 -1.27751
H11 6.15850 -3.28781 0.88288
H12 4.11282 -3.26542 2.28676
H13 2.11069 -2.07306 1.53514
H14 2.84545 1.32427 -2.31290
H15 2.73980 1.54625 -4.75392
H16 1.50155 -0.12494 -6.10581
H17 0.35208 -1.99709 -4.96352
H18 0.44003 -2.19595 -2.51436
H19 -0.26997 4.54742 0.15527
H20 -1.42223 6.21142 -1.21433
H21 -3.23642 5.52527 -2.76183
H22 -3.84134 3.12359 -2.92236
H23 -2.67233 1.46247 -1.54676
H24 -0.01617 0.09503 2.20092
H25 -0.12219 0.32161 4.65491
H26 -0.94023 2.44637 5.65361
H27 -1.66835 4.27818 4.16624
H28 -1.58849 4.02645 1.74848
N1 -3.47889 -3.55282 -0.14537
C32 -3.98915 -2.27382 -0.05936
C33 -5.38601 -2.18040 -0.17208
C34 -6.00321 -0.96482 -0.02623
C35 -5.21325 0.14863 0.24196
C36 -3.85509 -0.01815 0.31032
N2 -3.22608 -1.19793 0.11655
C37 -2.23387 -4.13947 -0.03848
C38 -2.21674 -5.54137 -0.08118
C39 -1.01367 -6.20000 -0.05251
C40 0.15736 -5.45443 0.00347
C41 0.05587 -4.08721 0.06076
N3 -1.11633 -3.42242 0.04930
H29 -4.21036 -4.23715 -0.23643
H30 -5.95701 -3.08100 -0.35405
H31 -7.07958 -0.89003 -0.10043
H32 -5.62853 1.13263 0.39769
H33 -3.18534 0.80153 0.51241
H34 -3.15298 -6.08012 -0.13812
H35 -0.98901 -7.28150 -0.07308
H36 1.13366 -5.91425 0.02258
H37 0.92501 -3.45016 0.11542
O5 -0.05669 -2.56549 2.52472
N4 -1.14565 -2.30893 3.03524
O6 -1.48324 -2.57207 4.15504
O7 -2.01790 -1.71785 2.24429

Output
* HOMO level (spin up / spin down): -8.368 / -8.141 eV
* Kohn-Sham gap (spin up / spin down): 8.26 / 7.34 eV
* energy above the lowest of the compared OMol25 structures with the same formula, charge and spin: 9.1 kcal/mol
* multiplicity: 2
* max |F|: 0.88 eV/Å
* ⟨S²⟩: 0.76
* molar mass: 798.838 g mol⁻¹
* E: -65989.31844 eV


[3]
Entry from OMol25: one molecule with the formula C2H4N4OS in a non-equilibrium geometry (ωB97M-V/def2-TZVPD).

CARTESIAN COORDINATES (ANGSTROEM)
N1 2.55024 0.15896 0.13498
N2 1.70623 -0.94712 -0.15731
C1 0.50328 -0.53716 -0.24095
O1 -0.46732 -1.38899 -0.46510
N3 -1.66785 -1.30772 0.23705
C2 -2.16614 -0.11691 0.21632
N4 -1.60629 0.96709 -0.38096
S1 0.13940 1.18679 -0.06070
H1 2.95224 -0.03371 1.07392
H2 3.31919 0.14745 -0.56805
H3 -3.15407 -0.00383 0.64245
H4 -2.10890 1.87515 -0.43165

Output
* HOMO level: -8.875 eV
* Kohn-Sham gap: 9.21 eV
* energy above the lowest of the compared OMol25 structures with the same formula, charge and spin: 64.1 kcal/mol
* max |F|: 1.91 eV/Å
* molar mass: 132.148 g mol⁻¹
* E: -20978.23504 eV


[4]
Entry from OMol25: one molecule with the formula C7H6INO in a non-equilibrium geometry (ωB97M-V/def2-TZVPD).

CARTESIAN COORDINATES (ANGSTROEM)
C1 -0.14198 -2.24475 0.01605
C2 -0.28781 -0.75766 0.03535
C3 0.90067 -0.09335 -0.41332
C4 1.57185 1.07534 -0.28762
C5 1.09670 2.28627 0.42183
N1 -0.21773 2.13456 0.68866
C6 -1.27662 1.39830 0.12273
O1 -2.04367 1.96954 -0.62419
C7 -1.57488 -0.24122 0.32089
I1 -3.45188 -0.87358 0.56301
H1 -0.12417 -2.76334 1.01903
H2 0.85110 -2.46970 -0.33753
H3 -1.00229 -2.74301 -0.49196
H4 1.45140 -0.95970 -0.75928
H5 2.47389 1.21715 -0.84739
H6 1.77544 3.06516 0.57374

Output
* HOMO level: -8.694 eV
* Kohn-Sham gap: 7.80 eV
* energy above the lowest of the compared OMol25 structures with the same formula, charge and spin: 41.5 kcal/mol
* max |F|: 8.53 eV/Å
* molar mass: 247.035 g mol⁻¹
* E: -18990.36055 eV


[5]
Entry from OMol25: a 8-piece molecular cluster, H16O8 overall in a non-equilibrium geometry (ωB97M-V/def2-TZVPD).

CARTESIAN COORDINATES (ANGSTROEM)
O1 -0.12683 -0.61554 -0.24629
H1 0.46017 -0.80254 0.50671
H2 0.50717 -0.41854 -0.80629
O2 -2.52983 -2.00454 -0.46129
H3 -2.77183 -1.43054 0.15471
H4 -1.75583 -1.55154 -0.47029
O3 0.52317 -2.16554 2.06771
H5 0.21917 -1.21354 2.23871
H6 1.55017 -2.14054 1.85471
O4 2.04517 0.11546 -2.03429
H7 2.43317 -0.28154 -2.98829
H8 2.69117 0.79046 -1.83529
O5 -0.67283 0.19646 2.44671
H9 -0.95883 0.25846 3.45071
H10 0.16417 0.70946 2.52571
O6 1.24517 1.65446 1.31771
H11 0.68517 2.39646 1.11271
H12 1.75317 1.66746 0.59771
O7 -0.62083 2.19246 -0.01529
H13 -1.49183 2.07746 0.41371
H14 -0.38683 1.36046 -0.55329
O8 -0.82783 -0.53254 -3.07929
H15 -0.30983 0.19246 -3.19429
H16 -1.82383 -0.45454 -3.00329

Output
* HOMO level: -10.572 eV
* Kohn-Sham gap: 10.36 eV
* energy above the lowest of the compared OMol25 structures with the same formula, charge and spin: 115.2 kcal/mol
* max |F|: 7.32 eV/Å
* molar mass: 144.120 g mol⁻¹
* E: -16637.01331 eV


[6]
Entry from OMol25: one molecule with the formula C4H3F5INO in a non-equilibrium geometry (ωB97M-V/def2-TZVPD).

CARTESIAN COORDINATES (ANGSTROEM)
F1 0.29150 3.56423 0.37340
C1 0.27540 2.52778 1.18741
F2 0.78149 2.81161 2.29760
N1 -0.09420 1.36612 0.86183
O1 -0.62764 1.07898 -0.35840
C2 -1.23497 -0.18004 -0.36443
C3 -0.19016 -1.12075 -0.98999
F3 0.23021 -0.46857 -2.12628
F4 -0.80949 -2.25658 -1.43318
C4 1.04905 -1.49578 -0.10605
F5 1.71637 -2.46945 -0.66374
I1 0.29619 -2.21947 1.77826
H1 -2.04032 -0.08203 -1.13011
H2 -1.39234 -0.53524 0.67285
H3 1.74891 -0.52080 0.00083

Output
* HOMO level: -10.041 eV
* Kohn-Sham gap: 10.20 eV
* energy above the lowest of the compared OMol25 structures with the same formula, charge and spin: 0.0 kcal/mol
* max |F|: 4.62 eV/Å
* molar mass: 302.968 g mol⁻¹
* E: -29419.20323 eV